Record 1
Here is C40H40N8O2Pd as an isolated structure from the Open Molecules 2025 dataset. Energies are from ωB97M-V/def2-TZVPD.

Charge ... +2
Energy ... -2264.11579 a.u.
Multiplicity ... 5
Gap between HOMO and LUMO (alpha / beta) ... 7.8 / 6.5 eV
Expectation value of S² ... 6.060

Last column: Mulliken spin population.
Positions of all 91 atoms, in Å:
Pd 0.06828 -0.27895 0.00726  1.53
C 1.02888 -2.51402 4.05042  0.00
C 1.09121 -1.39941 3.04833  0.00
O 0.38593 -1.40965 2.02614  0.00
N 1.94724 -0.40365 3.30011  0.00
C 2.06033 0.75960 2.43558  0.04
C 2.91718 0.52425 1.21383  0.00
C 4.30144 0.49995 1.29344  0.00
C 5.04155 0.34760 0.13251  0.00
C 4.37490 0.24635 -1.07935  0.00
C 2.99389 0.26192 -1.07112  0.01
N 2.27843 0.37666 0.04817  0.07
H 0.14631 -3.12054 3.86901  0.00
H 1.00956 -2.13256 5.07035  0.00
H 1.91057 -3.14735 3.94003  0.00
H 2.49462 -0.44649 4.14500  0.00
H 2.46221 1.58252 3.02477  0.00
H 1.05491 1.05440 2.11471  -0.02
H 4.79266 0.62358 2.24884  0.00
H 6.12207 0.33146 0.17005  0.00
H 4.91449 0.15517 -2.01056  0.00
H 2.41975 0.17833 -1.98676  -0.03
C 2.39955 -3.08999 -5.87050  0.00
C 0.91306 -3.13537 -6.07118  0.01
C 0.36962 -3.44762 -7.31456  0.00
C -1.00015 -3.54955 -7.50416  0.00
C -1.86788 -3.35764 -6.43820  0.00
C -1.35018 -3.04114 -5.19340  -0.01
C 0.02143 -2.90379 -5.02723  0.01
N 0.52570 -2.56698 -3.72715  0.04
C 0.14250 -1.51822 -2.94866  -0.02
N -0.87106 0.76522 -2.82826  0.12
C -0.69953 2.23915 -3.13417  0.13
C -0.11534 2.48683 -1.88800  -0.05
C 0.28763 3.77284 -1.52422  0.23
C 0.04329 4.74751 -2.47892  -0.08
C -0.59282 4.46614 -3.68977  0.25
C -1.02352 3.17840 -4.07836  -0.10
C -1.75952 2.99377 -5.36735  0.01
N 0.05104 -1.67124 -1.64916  0.32
C -0.06024 -3.00717 -1.13476  0.03
C -1.31844 -3.60398 -1.18908  0.01
C -1.50897 -4.87460 -0.67759  -0.01
C -0.43926 -5.54970 -0.10422  0.02
C 0.80967 -4.95294 -0.06002  -0.01
C 1.03024 -3.67619 -0.57412  0.01
C 2.40327 -3.06978 -0.53432  0.01
H 2.91010 -2.92385 -6.81677  0.00
H 2.76580 -4.03547 -5.46464  0.00
H 2.68905 -2.30267 -5.17669  0.00
H 1.03840 -3.62022 -8.14794  0.00
H -1.38890 -3.80061 -8.48135  0.00
H -2.93549 -3.46436 -6.57290  0.00
H -2.00562 -2.90108 -4.34135  0.00
H 0.87442 -3.35463 -3.19377  0.00
H -1.84920 0.48852 -2.69339  0.02
H 0.73376 4.00472 -0.56851  0.01
H 0.32266 5.77229 -2.27620  0.00
H -0.79109 5.28340 -4.37017  0.01
H -2.27094 3.91757 -5.63116  -0.01
H -2.50366 2.20180 -5.30758  0.00
H -1.06922 2.75168 -6.17312  -0.01
H -2.14142 -3.05439 -1.62783  0.00
H -2.48464 -5.33709 -0.73067  0.00
H -0.57480 -6.54529 0.29411  0.00
H 1.64576 -5.49370 0.36617  0.00
H 3.15368 -3.84074 -0.36688  0.00
H 2.49184 -2.33641 0.27152  0.00
H 2.64971 -2.55890 -1.46605  0.00
N 1.97204 0.82839 -9.98815  0.00
C 1.60736 0.68297 -8.91035  0.00
C 1.15133 0.50092 -7.55909  0.00
C 2.05024 0.63171 -6.50461  0.01
C 1.61724 0.40840 -5.20933  0.04
C 0.28591 0.08396 -4.95979  0.44
C -0.61552 -0.00272 -6.02010  0.09
C -0.18376 0.18477 -7.31791  0.01
C -0.13204 -0.23629 -3.58426  0.01
C -0.24449 1.16136 -1.42270  0.77
H 3.08097 0.88696 -6.70566  0.00
H 2.31885 0.48513 -4.38867  0.00
H -1.64658 -0.26758 -5.83809  0.00
H -0.87152 0.08661 -8.14622  0.00
N -2.38488 -2.26492 1.64458  0.00
C -2.87768 -1.43848 0.71336  0.01
N -4.20596 -1.48092 0.47171  0.00
O -2.15823 -0.66380 0.04480  0.08
H -2.97770 -2.89105 2.15930  0.00
H -1.39128 -2.24910 1.83459  0.00
H -4.83942 -1.98194 1.06921  0.00
H -4.58937 -0.77111 -0.12691  0.00

***

Record 2
Here is C40H40NOPbSi as an isolated structure from the Open Molecules 2025 dataset. Energies are from ωB97M-V/def2-TZVPD.

Charge ... +1
Relative energy (zero: lowest compared OMol25 entry of this formula, charge and spin) ... 97.4 kJ/mol
Energy ... -2160.22072 a.u.
Multiplicity ... 1
Gap between HOMO and LUMO (alpha / beta) ... 4.3 / 3.8 eV

Last column: Löwdin charge in e.
Positions of all 84 atoms, in Å:
C -2.10683 2.60699 -1.28673  -0.21
C -1.00542 2.42203 -2.18492  -0.15
C -1.10379 1.11066 -2.74048  -0.13
H -0.24826 3.16638 -2.43256  0.12
C -2.26280 0.49136 -2.19994  -0.17
C -2.88022 1.40232 -1.29662  -0.19
H -2.65276 -0.48153 -2.49930  0.10
C 2.20059 1.64634 0.95616  -0.26
C 2.01203 2.28511 -0.31908  -0.23
C 2.50095 1.40423 -1.31967  -0.08
H 1.65977 3.30440 -0.48589  0.10
C 3.03125 0.25356 -0.68734  -0.21
C 2.80360 0.38213 0.71278  -0.10
H -0.43531 0.67467 -3.48538  0.11
H -3.82094 1.25097 -0.76630  0.11
H -2.35998 3.53041 -0.76196  0.10
H 3.09186 -0.35102 1.47186  0.10
H 2.48458 1.56136 -2.40159  0.12
H 2.01048 2.08701 1.93950  0.09
Pb -0.42939 0.91486 0.16932  1.43
C 3.84016 -0.84273 -1.35312  -0.48
C 5.04830 -1.18528 -0.45310  -0.05
C 4.44783 -0.34760 -2.67536  -0.05
H 5.70051 -0.30409 -0.35523  0.10
H 5.63663 -1.98719 -0.92171  0.09
H 4.75315 -1.51210 0.54939  0.07
H 5.08372 0.52780 -2.47275  0.10
H 3.68067 -0.07804 -3.40463  0.06
H 5.07361 -1.12904 -3.12003  0.10
C 2.95098 -2.11878 -1.51711  -0.04
C 2.11229 -2.24866 -2.78119  -0.42
H 2.24297 -2.19480 -0.66986  0.13
H 3.59495 -3.00936 -1.44205  0.13
O 1.97766 -1.33080 -3.59768  0.02
N 1.53192 -3.48142 -2.93773  0.07
C 0.43352 -3.79262 -3.86320  -0.12
H 1.76123 -4.18762 -2.24965  0.14
C 0.09830 -2.73524 -4.87161  -0.23
C -1.23174 -2.34034 -5.03404  -0.06
H -2.00260 -2.82560 -4.42468  0.11
C -1.55720 -1.29234 -5.90162  -0.10
H -2.59657 -0.96437 -5.97740  0.10
C -0.55269 -0.67917 -6.65799  -0.09
H -0.79720 0.13659 -7.34298  0.10
C 0.76716 -1.13494 -6.55926  -0.07
H 1.56774 -0.67779 -7.13977  0.11
C 1.09450 -2.15956 -5.66993  -0.06
H 2.11175 -2.54794 -5.64656  0.13
H -0.46567 -3.93895 -3.24910  0.12
H 0.67712 -4.74772 -4.35191  0.13
C -4.51994 -2.74529 3.72018  -0.06
C -3.90571 -2.61219 2.46921  -0.07
C -2.95922 -1.60926 2.25031  -0.11
C -2.61296 -0.71752 3.28742  -0.30
C -3.20631 -0.87913 4.55481  -0.07
C -4.16616 -1.88096 4.76138  -0.06
Si -1.37740 0.61650 2.91050  0.72
C -2.19160 2.28062 2.78187  -0.33
C -1.41209 3.45516 2.69216  -0.12
C -2.01694 4.68902 2.44339  -0.06
C -3.40875 4.77797 2.31845  -0.05
C -4.19052 3.62012 2.41695  -0.06
C -3.58939 2.38210 2.65542  -0.08
C 0.03781 0.56156 4.11145  -0.29
C 0.31049 1.56957 5.05630  -0.08
C 1.42665 1.46508 5.89714  -0.06
C 2.25891 0.34308 5.83348  -0.05
C 1.98340 -0.67295 4.91017  -0.07
C 0.88073 -0.57070 4.06153  -0.10
H -5.26937 -3.52291 3.87910  0.11
H -4.16417 -3.28951 1.65508  0.11
H -2.48421 -1.51129 1.26810  0.08
H -2.92497 -0.22051 5.37978  0.12
H -4.64056 -1.98811 5.73831  0.11
H -0.32320 3.39629 2.78880  0.10
H -1.39371 5.57762 2.33064  0.12
H -3.87972 5.74326 2.13046  0.12
H -5.27285 3.67599 2.28646  0.12
H -4.20112 1.47575 2.71840  0.11
H -0.34274 2.44144 5.12875  0.10
H 1.65243 2.27011 6.59753  0.11
H 3.12443 0.26042 6.49363  0.12
H 2.63476 -1.54436 4.83899  0.11
H 0.67158 -1.36953 3.34383  0.11

***

Record 3
Here is C40H41BF2N4P2PdSTe as an isolated structure from the Open Molecules 2025 dataset. Energies are from ωB97M-V/def2-TZVPD.

Charge ... -2
Relative energy (zero: lowest compared OMol25 entry of this formula, charge and spin) ... 66.2 kJ/mol
Energy ... -3469.37350 a.u.
Multiplicity ... 1
Gap between HOMO and LUMO ... 4.1 eV

Last column: Löwdin charge in e.
Positions of all 93 atoms, in Å:
Pd -1.60582 -0.65149 1.15828  0.37
Te 3.08072 -1.24676 3.35138  1.18
C 4.26196 -2.84734 2.60281  -0.56
C 3.79606 -3.75435 1.65759  -0.16
C 4.61285 -4.79869 1.25493  -0.17
N 5.84741 -5.01262 1.71600  0.02
C 6.28733 -4.13838 2.62354  -0.20
C 5.55074 -3.06395 3.09040  -0.16
C 1.48615 -1.28338 2.05195  -1.05
P -0.13860 -1.81779 2.53091  0.79
C -0.30198 -1.46267 4.33587  -0.36
C -0.49636 -0.11903 4.66517  -0.11
C -0.58313 0.28679 5.98531  -0.10
C -0.49698 -0.64725 7.01285  -0.13
C -0.32702 -1.98668 6.69960  -0.11
C -0.22919 -2.38977 5.37154  -0.10
C -0.16528 -3.66362 2.53905  -0.34
C 0.87637 -4.45610 3.02264  -0.13
C 0.82037 -5.83937 2.93475  -0.10
C -0.28623 -6.45537 2.36049  -0.12
C -1.33019 -5.67901 1.87757  -0.11
C -1.26699 -4.29320 1.96524  -0.10
P 1.28377 0.17809 0.97035  0.85
C 0.07028 -0.50226 -0.24556  -0.56
C -0.94692 0.34030 -0.80052  -0.25
C -1.61136 -0.06205 -1.99540  -0.15
C -1.31934 -1.24234 -2.61199  -0.14
C -0.32326 -2.09633 -2.05932  -0.13
C 0.34033 -1.73403 -0.92676  -0.13
C 2.80152 0.19163 -0.10513  -0.38
C 3.62344 -0.90794 -0.33602  -0.11
C 4.72466 -0.81921 -1.17528  -0.10
C 5.02248 0.38076 -1.81013  -0.12
C 4.21212 1.48699 -1.59203  -0.12
C 3.11969 1.39180 -0.73940  -0.13
H 2.79586 -3.64190 1.25021  0.08
H 4.25015 -5.51045 0.51875  0.10
H 7.29393 -4.30792 2.99757  0.09
H 5.98581 -2.39564 3.82602  0.08
H -0.59635 0.60045 3.85906  0.09
H -0.73582 1.33502 6.21498  0.09
H -0.57104 -0.33148 8.04748  0.08
H -0.26407 -2.72612 7.49064  0.09
H -0.09482 -3.44064 5.14867  0.09
H 1.74332 -3.98065 3.46801  0.07
H 1.64582 -6.43642 3.30606  0.09
H -0.32908 -7.53618 2.28448  0.08
H -2.19211 -6.15146 1.42037  0.09
H -2.06663 -3.67104 1.57512  0.08
H -0.99827 1.37710 -0.48990  0.05
H -2.36836 0.59375 -2.41144  0.07
H -1.84685 -1.53486 -3.51365  0.08
H -0.08819 -3.03788 -2.54486  0.08
H 1.10134 -2.38338 -0.50526  0.09
H 3.38731 -1.84150 0.15333  0.05
H 5.35233 -1.68995 -1.33212  0.09
H 5.88273 0.45408 -2.46640  0.08
H 4.43292 2.42912 -2.08207  0.09
H 2.49558 2.26233 -0.56063  0.09
C 1.21593 2.29869 -3.60629  -0.09
C -0.21087 2.78332 -3.43111  -0.26
N -0.49598 4.05087 -4.10482  0.01
C -0.18255 5.26638 -3.65336  -0.90
S 0.69822 5.57250 -2.26868  0.58
N -0.65113 6.32095 -4.41623  -0.05
C -1.92910 6.26062 -5.11219  -0.27
C -3.11835 6.05179 -4.18097  -0.09
H 1.33429 1.34333 -3.09156  0.07
H 1.91862 3.00791 -3.17293  0.04
H 1.45899 2.16025 -4.66327  0.07
H -0.45237 2.89912 -2.37636  0.09
H -0.91477 2.05886 -3.83618  0.10
H -0.97170 3.99223 -4.98788  0.12
H -0.47688 7.18670 -3.92892  0.09
H -1.89793 5.47721 -5.87442  0.10
H -2.02936 7.19591 -5.66616  0.11
H -2.99919 5.13702 -3.59774  0.04
H -4.04931 5.98377 -4.74823  0.07
H -3.20336 6.88446 -3.48078  0.08
C -6.13027 2.36214 -1.30833  -0.08
C -5.01414 2.31934 -0.49544  -0.05
C -3.77622 2.61673 -1.05286  -0.12
N -3.60612 2.94463 -2.33461  0.06
C -4.69358 2.96910 -3.10556  -0.18
C -5.97003 2.69268 -2.64728  -0.09
H -7.10823 2.11920 -0.91121  0.10
H -5.07199 2.00425 0.53610  0.09
H -2.88250 2.54725 -0.44419  0.10
H -4.53163 3.22044 -4.15049  0.09
H -6.81294 2.72428 -3.32616  0.09
F -3.75600 0.23582 3.19975  0.01
B -3.52419 -0.17594 1.90467  -0.73
F -4.77048 -0.23158 1.29860  -0.01